Formula: C15H23NO3S
Source: the OMol25 dataset
Level of theory: wB97M-V/def2-TZVPD

```
! RIJCOSX wB97M-V def2-TZVPD def2/J DEFGRID3
* xyz 0 1
C 1.977 1.482 3.922
O 2.794 1.012 2.875
C 2.304 1.053 1.608
C 1.036 1.497 1.266
C 0.632 1.502 -0.058
S -1.049 2.065 -0.350
O -1.078 2.987 -1.449
O -1.599 2.477 0.908
N -1.909 0.739 -0.842
C -2.163 -0.323 0.105
C -1.109 -1.438 0.071
C -1.196 -2.258 -1.215
C -2.595 -2.842 -1.385
C -3.637 -1.728 -1.400
C -3.564 -0.908 -0.115
C 1.464 1.075 -1.079
C 1.035 1.070 -2.513
C 2.734 0.628 -0.717
C 3.170 0.605 0.594
C 4.537 0.125 0.965
H 1.065 0.885 4.017
H 2.573 1.379 4.827
H 1.708 2.533 3.780
H 0.328 1.856 1.994
H -1.696 0.451 -1.782
H -2.137 0.178 1.078
H -0.111 -1.006 0.175
H -1.281 -2.096 0.925
H -0.962 -1.628 -2.076
H -0.456 -3.060 -1.185
H -2.648 -3.417 -2.313
H -2.805 -3.524 -0.557
H -4.636 -2.157 -1.502
H -3.467 -1.076 -2.259
H -4.282 -0.089 -0.151
H -3.811 -1.545 0.736
H 0.288 1.840 -2.684
H 1.889 1.248 -3.161
H 0.614 0.099 -2.779
H 3.405 0.289 -1.494
H 5.086 0.922 1.465
H 4.464 -0.704 1.666
H 5.090 -0.194 0.087
*
```

Values from the calculation:
- SMILES = COc1cc(S(=O)(=O)NC2CCCCC2)c(C)cc1C
- ΔE to the lowest compared entry with this formula, charge and spin (kcal/mol) = 1.26
- F_max (eV/A) = 0.89
- frontier orbital gap (eV) = 9.314
- calculated total energy (eV) = -34396.1808
- E_HOMO (eV) = -8.61

These are the Mulliken partial charges, in e, on atoms 1 to 2: C -0.885; O -0.512